(1)
58
Properties=species:S:1:pos:R:3:forces:R:3 method="wB97M-V/def2-TZVPD" homo_lumo_gap_ev=9.320 smiles="CN(CC1CCOCC1)C(=O)C[C@H]1C(=O)NCCN1Cc1cccc(C(F)(F)F)c1" lumo_ev=0.618 total_energy_ha=-1506.65538 homo_energy_ev=-8.702 multiplicity=1 molar_mass_g_mol=427.5
C 1.63270 3.08656 0.20900 -0.1063 0.0480 0.3320
N 1.97142 2.01909 -0.70747 0.0566 0.1562 -0.1749
C 2.35223 2.40000 -2.05377 -0.0319 0.0332 -0.3447
C 1.22022 3.03651 -2.87090 0.1871 -0.3720 -0.0365
C 1.68245 3.26929 -4.31156 -0.3793 0.2149 0.1113
C 0.52317 3.82382 -5.14159 0.3806 0.0522 -0.0744
O -0.59023 2.96354 -5.12703 -0.0565 -0.0875 -0.1346
C -1.07773 2.76654 -3.81903 -0.0153 -0.2197 0.2882
C -0.02697 2.15214 -2.89404 -0.1053 0.4176 -0.1795
C 1.92190 0.70401 -0.39773 0.2902 0.1219 0.3261
O 2.14607 -0.16117 -1.22944 0.0012 -0.4143 -0.1080
C 1.60921 0.32753 1.04524 -0.1579 0.0367 -0.0598
C 0.27295 -0.46155 1.13335 0.2428 0.2774 0.1553
C -0.65312 0.16498 0.09412 -0.3682 -0.1717 0.1632
O -1.05586 1.30815 0.24384 0.0545 0.3188 0.2298
N -0.97486 -0.57187 -0.97315 -0.2276 -0.0473 -0.3565
C -0.44650 -1.89639 -1.19170 0.2159 -0.4451 0.1127
C -0.41401 -2.59512 0.16039 -0.0657 0.0567 -0.3129
N 0.52541 -1.88221 0.99150 0.0327 -0.1474 -0.1719
C 0.87915 -2.55145 2.23238 -0.0438 0.0344 -0.0366
C -0.25878 -2.63655 3.22038 -0.0045 -0.0296 0.0250
C -0.42120 -1.67069 4.20955 -0.0373 -0.1093 0.0299
C -1.51824 -1.69120 5.05331 -0.0011 0.0587 0.0495
C -2.47774 -2.68046 4.92861 -0.0062 -0.1590 -0.1279
C -2.31242 -3.65522 3.95578 -0.0779 -0.0194 0.0199
C -3.31076 -4.76409 3.78990 -0.1920 -0.2973 -0.0866
F -3.77234 -4.84327 2.52628 0.0726 0.1281 -0.1508
F -4.38600 -4.64173 4.57814 -0.0340 0.2182 0.1875
F -2.77726 -5.97171 4.06046 0.2024 -0.0170 0.0528
C -1.21314 -3.63911 3.10829 -0.0461 0.1036 0.2012
H 1.68955 4.03154 -0.32461 0.0094 0.0116 -0.0085
H 0.61498 2.96319 0.58425 0.0578 0.0821 0.0276
H 2.33466 3.13221 1.04604 -0.0410 0.0691 -0.0104
H 3.19743 3.09608 -1.99764 -0.0016 -0.0332 -0.0143
H 2.68339 1.48441 -2.54941 0.0091 0.1924 0.0053
H 0.94955 4.00482 -2.43263 -0.0146 0.0316 -0.0093
H 2.00388 2.32052 -4.74494 0.0683 -0.0487 -0.0340
H 2.52079 3.96712 -4.34248 0.0846 0.0206 -0.0407
H 0.23377 4.81516 -4.75511 0.0201 -0.0454 -0.0558
H 0.80833 3.92438 -6.19095 -0.0031 0.0838 0.0896
H -1.41561 3.72846 -3.40043 -0.0228 -0.0606 -0.0263
H -1.94307 2.10857 -3.92365 0.0010 0.0879 0.0750
H 0.24734 1.15995 -3.25812 0.0115 -0.1065 0.0087
H -0.44370 2.06363 -1.89091 -0.0258 -0.0763 0.0489
H 2.41388 -0.32942 1.37757 -0.0130 0.0665 0.0190
H 1.56078 1.19614 1.69289 0.0393 0.0159 0.0391
H -0.19263 -0.23613 2.10710 -0.0100 0.0316 -0.2610
H -1.50349 -0.11821 -1.70342 0.0488 0.0815 0.1457
H -1.08933 -2.42764 -1.89454 -0.0166 0.0390 0.0698
H 0.57341 -1.83164 -1.58814 -0.1698 -0.1186 -0.0153
H -0.05694 -3.62041 0.04236 -0.0317 -0.0188 0.0122
H -1.43651 -2.61846 0.57829 0.0699 -0.0928 -0.0796
H 1.22247 -3.55538 1.96951 0.0596 0.0418 0.0653
H 1.71549 -2.01000 2.68092 0.0397 -0.0748 0.0297
H 0.32946 -0.90312 4.33285 0.0893 0.0924 -0.0118
H -1.62816 -0.93342 5.81366 -0.0031 0.0749 0.0715
H -3.33787 -2.70212 5.57912 -0.0621 -0.0077 0.0409
H -1.10156 -4.41864 2.36932 0.0271 -0.0793 -0.1097

***

(2)
64
Properties=species:S:1:pos:R:3:forces:R:3 method="wB97M-V/def2-TZVPD" homo_lumo_gap_ev=7.535 lumo_ev=4.173 total_energy_ha=-2021.44940 homo_energy_ev=-3.363 charge=-2 multiplicity=1 molar_mass_g_mol=693.0
Sr 0.43289 -0.39084 -0.12104 0.4322 -0.4000 -0.3343
O 0.73115 1.89759 -4.13433 -0.0119 -0.0117 -0.0030
C 0.40830 1.24905 -3.12611 0.0744 0.0384 -0.0418
O 1.15196 0.54523 -2.38839 -0.1085 0.0707 0.1257
C -1.09006 1.28623 -2.73835 0.1443 -0.0157 -0.0937
N -1.35118 1.44404 -1.30556 -0.0614 -0.0780 0.1088
C -1.07519 2.80142 -0.85113 0.0262 0.0752 -0.0340
C 0.40313 3.13089 -0.67145 -0.0266 0.0463 0.0129
N 1.07944 2.31153 0.33253 -0.1148 -0.0327 -0.0787
C 0.71194 2.71505 1.68353 0.0359 0.0118 0.0771
C 0.98292 1.66320 2.75502 -0.0114 0.0373 -0.0018
N 0.22908 0.42366 2.56325 0.0372 0.1208 0.0098
C -1.15323 0.59885 2.99063 -0.0552 -0.0410 0.0258
C -2.12304 -0.42684 2.42010 -0.0186 0.0319 0.0344
N -2.18626 -0.43215 0.95874 0.0195 0.0339 0.1362
C -2.95477 0.70731 0.47368 -0.0612 0.0165 -0.0606
C -2.72582 1.05554 -0.99203 -0.0455 0.0500 0.0175
C -2.73843 -1.70477 0.48789 0.0578 -0.0463 -0.0217
C -2.46763 -2.01016 -1.00081 -0.0249 -0.0163 -0.0707
O -3.40039 -2.50336 -1.65369 -0.0019 -0.0148 0.0212
O -1.29751 -1.74984 -1.39903 -0.0497 0.0318 -0.0055
C 0.87986 -0.68848 3.26644 0.0710 -0.0436 -0.0687
C 0.39855 -2.08976 2.82228 -0.0309 -0.0774 0.0552
O 0.11360 -2.89723 3.72131 0.0202 0.0031 -0.0138
O 0.35835 -2.27914 1.57378 -0.1296 0.0594 0.0083
C 2.53078 2.33586 0.13632 0.1209 -0.1542 0.0435
C 3.27929 1.17996 0.84685 0.0873 0.0372 0.0454
O 4.29760 1.49349 1.48659 0.0232 -0.0206 -0.0457
O 2.78009 0.03247 0.69944 -0.0525 0.1370 0.0864
H -1.49786 0.31949 -3.04070 -0.0070 0.0022 0.0044
H -1.56884 2.08520 -3.32408 -0.0820 -0.0136 0.0508
H -1.59978 2.96394 0.09235 0.0005 -0.0171 0.0137
H -1.49153 3.53624 -1.56476 -0.0184 -0.0215 -0.0021
H 0.47559 4.20601 -0.41986 0.0169 -0.0054 0.0059
H 0.91775 2.99665 -1.62020 0.0196 0.0037 0.0074
H -0.34899 2.97282 1.69083 -0.0124 -0.0109 -0.0124
H 1.25559 3.63358 1.97302 0.0030 0.0004 -0.0291
H 0.75342 2.11638 3.73735 -0.0114 -0.0136 0.0025
H 2.04331 1.42466 2.76762 -0.0009 -0.0145 0.0145
H -1.47649 1.60306 2.70924 0.0066 0.0056 -0.0204
H -1.22626 0.55090 4.09271 0.0285 -0.0005 -0.0011
H -3.11992 -0.23017 2.85781 -0.0066 -0.0011 -0.0129
H -1.83026 -1.41922 2.75467 -0.0124 -0.0105 -0.0172
H -2.71367 1.57382 1.09252 0.0219 -0.0009 0.0058
H -4.03812 0.52660 0.60572 0.0142 -0.0221 0.0237
H -3.43358 1.86348 -1.25735 0.0091 0.0003 -0.0120
H -2.98859 0.20000 -1.60964 0.0119 0.0044 -0.0182
H -3.81903 -1.76626 0.68566 -0.0087 0.0198 -0.0213
H -2.23099 -2.49779 1.04257 -0.0127 0.0033 0.0054
H 0.75815 -0.59005 4.35519 -0.0304 -0.0051 0.0007
H 1.94273 -0.64798 3.01676 -0.0077 0.0140 0.0010
H 2.97074 3.28296 0.48232 -0.0824 0.0614 -0.0625
H 2.72152 2.20876 -0.93190 -0.0138 0.0114 0.0003
I 4.36446 -1.08390 -2.47384 0.0346 0.0112 -0.0036
C 2.95374 -2.62948 -2.49459 -0.0768 0.0110 0.0629
C 3.01521 -3.59388 -3.49192 -0.0285 -0.0377 -0.0143
C 2.06494 -4.60278 -3.46466 0.0681 0.0495 -0.0184
C 1.11579 -4.61474 -2.45681 -0.0157 -0.0248 -0.0122
C 1.14825 -3.60558 -1.50653 -0.0149 -0.0802 -0.0151
N 2.05546 -2.62835 -1.53200 -0.1252 0.1999 0.0955
H 3.77417 -3.54166 -4.25881 -0.0046 -0.0020 -0.0027
H 2.06827 -5.36937 -4.23093 -0.0040 0.0001 -0.0018
H 0.35162 -5.37855 -2.41550 -0.0162 0.0200 0.0365
H 0.42777 -3.56354 -0.69875 0.0125 0.0143 0.0118

***

(3)
55
Properties=species:S:1:pos:R:3:forces:R:3 method="wB97M-V/def2-TZVPD" homo_lumo_gap_ev=3.168 lumo_ev=1.055 total_energy_ha=-1331.71107 homo_energy_ev=-2.114 charge=-1 multiplicity=1 molar_mass_g_mol=378.8
O 0.12065 0.64610 -0.31626 0.8661 -0.8048 -1.2410
C 1.42002 0.93613 -1.00903 -0.5629 -0.1707 0.8274
C 0.73995 1.92733 -1.94119 -0.0113 -0.1570 -0.1298
H 1.82561 0.03477 -1.48642 0.0370 0.0943 0.1725
H 2.12658 1.36398 -0.28779 -0.2237 -0.2516 -0.0756
C -0.50072 1.78413 -1.02330 0.3778 0.3250 0.1118
H 0.63218 1.52439 -2.95501 -0.1494 0.1794 0.0566
H 1.18565 2.92533 -1.98020 -0.1560 -0.1660 -0.0449
C -1.83510 1.43938 -1.65189 -0.2290 0.3403 -0.0343
H -1.95251 0.37791 -1.90466 0.0395 0.2288 0.2200
H -1.95685 2.02415 -2.57227 0.0066 -0.0190 0.0472
H -2.63208 1.72052 -0.95894 0.0595 -0.2762 -0.2195
C -0.59961 2.97111 -0.08267 -0.1716 0.4198 0.1075
H 0.39362 3.34185 0.21434 -0.3672 -0.3653 0.0840
H -1.17984 2.71990 0.81514 0.3100 -0.1144 -0.2037
H -1.11176 3.80332 -0.59051 0.0418 -0.1966 -0.0835
Mg -0.34435 -1.66608 -0.63601 -1.3044 2.1702 4.5198
C 0.75888 1.89588 4.09047 0.8460 0.0663 -0.6085
C 1.78472 0.90513 4.05376 -0.3388 0.5038 -0.3659
C 2.55835 1.11413 2.88264 -0.3607 0.5080 0.0552
H 1.93750 0.12880 4.79919 -0.0740 0.1083 -0.2217
C 2.04084 2.26100 2.20961 -0.5301 -0.2084 0.6691
C 0.91569 2.73956 2.95456 0.6663 -0.6371 0.1910
H 0.30155 3.60282 2.70549 0.0706 -0.1221 0.0545
H -0.00498 1.99875 4.85338 0.0475 -0.0536 -0.0420
H 3.40609 0.51655 2.54962 -0.0928 0.0928 0.1326
H 2.44706 2.71810 1.30997 0.0352 0.0127 0.0406
C -1.64431 -0.64079 3.07278 -0.2626 -0.5800 -0.4546
C -2.11004 0.58637 2.52804 -0.9983 -0.5524 -0.7351
C -2.85919 0.28284 1.35939 0.8098 0.5495 0.5489
H -1.95727 1.57386 2.96167 -0.0233 -0.3315 -0.1221
C -2.77414 -1.12276 1.12633 0.3814 -0.1607 -0.9381
C -2.05726 -1.69007 2.21827 0.4623 0.3729 0.6475
H -1.87823 -2.75241 2.37814 -0.0022 0.2440 -0.0527
H -1.09068 -0.74873 4.00670 -0.0620 0.0331 -0.4208
H -3.45113 0.98999 0.78475 0.1587 -0.1005 0.0269
H -3.24246 -1.66670 0.29868 -0.3531 0.0311 0.4676
O -0.03803 -1.86755 -2.40473 0.9613 -0.6772 -3.5151
C -0.68065 -1.23825 -3.60419 0.1137 -0.5892 0.6872
C 0.10123 -1.71185 -4.82297 -0.1916 0.3314 -0.1645
H -0.65449 -0.15641 -3.44795 -0.0017 -0.3648 -0.0227
H -1.71548 -1.60106 -3.64035 0.2256 0.2155 0.2055
C 1.14593 -2.72987 -4.34745 0.1893 0.0206 0.0850
H 0.57680 -0.85033 -5.29977 -0.0171 -0.2128 0.0012
H -0.59307 -2.15565 -5.54672 0.2485 0.1117 0.1417
C 0.99130 -2.89322 -2.84347 -0.9938 0.5634 0.3553
H 2.15153 -2.37779 -4.56788 -0.0151 -0.0481 -0.0973
H 0.99931 -3.68729 -4.84225 0.0946 -0.0104 0.0012
H 1.90202 -2.69458 -2.27328 -0.2149 0.0038 -0.0418
H 0.57182 -3.86193 -2.56731 0.1382 0.0747 0.0335
N 0.62635 -2.42009 0.86896 0.9259 -0.6135 -0.0091
C 1.11809 -2.57984 1.93248 0.1483 0.3099 0.4883
N 1.74653 -2.78906 3.02029 -0.3330 -0.1292 -1.4804
C 1.31534 -2.56115 4.23878 -0.9227 0.6173 2.9731
N 1.02302 -2.39060 5.37106 0.7016 -0.6156 -2.6281

***

(4)
70
Properties=species:S:1:pos:R:3:forces:R:3 method="wB97M-V/def2-TZVPD" homo_lumo_gap_ev=7.291 lumo_ev=-3.218 total_energy_ha=-3159.45479 homo_energy_ev=-10.509 charge=+1 multiplicity=1 molar_mass_g_mol=637.6
Sc -0.67331 1.33438 1.46004 -0.2590 -0.4164 0.2600
C 2.96726 3.08992 2.05289 -1.1111 -2.3645 2.2955
O 2.76950 2.99129 0.65262 -0.5831 0.4374 -1.4241
C 1.53710 3.10337 0.18930 -0.8111 -0.8114 -0.5391
O 0.56838 2.96623 0.93523 -0.7201 0.3430 0.8278
N 1.37103 3.26902 -1.15477 0.7523 -0.0557 0.9175
N 0.10886 3.53181 -1.69613 0.5460 0.8248 0.7345
H 2.85095 2.07773 2.65887 -0.3288 1.8286 -1.6696
H 2.38928 3.86292 2.57686 -0.0071 -0.2015 -0.6191
H 3.98245 3.27695 2.11408 1.9868 0.7316 0.2985
H 2.22912 3.35359 -1.67805 -0.0920 0.0914 -0.3586
H -0.24387 2.83025 -2.32044 0.3031 -0.3312 -0.2063
H 0.06430 4.47508 -2.07298 0.0491 -0.3642 -0.0169
N -2.20439 -0.98841 0.94798 -1.6321 1.6163 -0.2328
N -2.62722 -1.58421 2.15124 0.6577 0.4945 0.5769
C -2.01501 -1.18905 3.29357 -0.6765 -0.5610 -1.1608
N -2.03905 -1.98717 4.33699 0.6386 1.9618 1.4523
N -1.46735 0.02851 3.19085 0.4796 0.7565 0.4536
N -0.70330 0.51181 4.18391 0.5652 0.8474 -0.6520
O -0.04798 1.53629 3.75445 -0.8988 -1.3223 1.1041
O -0.63304 0.03286 5.30069 0.2767 0.9182 -0.7963
H -3.09725 -0.56194 0.49925 2.3112 -1.2998 0.5380
H -1.73874 -1.74103 0.42549 -0.4952 0.2594 -0.6044
H -2.80724 -2.56650 2.08555 -0.3549 -0.7813 0.1250
H -2.04915 -2.96015 4.15366 -0.1934 -1.2430 -0.0984
H -1.66785 -1.57014 5.21429 -0.3615 -0.8962 -0.9522
O -2.58532 2.29493 1.41466 0.4692 -0.4064 0.5129
N -3.09755 2.56405 0.28553 -0.4912 0.9303 -0.4306
N -2.41316 2.15034 -0.68699 0.4932 -1.2920 0.4877
O -1.37973 1.34655 -0.44702 0.0684 0.2570 -0.6160
C -2.74036 2.45583 -2.04461 -0.1560 0.9579 0.8913
C -2.40807 1.53822 -3.02896 0.0187 0.2030 0.7680
C -2.66207 1.89531 -4.33167 -0.4682 0.8018 0.1866
C -3.14509 3.19333 -4.55419 -0.0284 0.0422 -2.1919
C -3.39301 4.14695 -3.55269 -0.1489 -1.8672 -0.4897
C -3.25548 3.75303 -2.24121 0.8079 -0.3743 0.0140
H -1.92314 0.61020 -2.75682 -0.1938 -0.0718 0.0489
H -2.52313 1.14603 -5.10377 0.0531 0.4523 -0.1973
H -3.30902 3.45897 -5.63784 0.0817 -0.0643 1.3745
H -3.78869 5.08898 -3.81678 -0.1763 0.9440 -0.2136
H -3.38698 4.45498 -1.40599 -0.0628 -0.6028 -0.3984
C 1.99800 -4.04111 -0.39552 1.6005 0.6993 0.8659
N 1.87509 -2.97025 0.64941 0.2180 0.1635 -1.6731
N 1.63131 -1.64338 0.23304 -0.6943 -1.5862 1.3073
C 1.36779 -0.95311 1.37318 0.3560 1.1554 -1.2671
O 1.07975 0.29651 1.32644 -0.5499 0.3653 -0.3052
C 1.56746 -1.73191 2.48193 0.1640 -1.1390 -0.0266
C 1.85288 -3.02261 1.98819 0.3189 1.1178 0.0173
C 2.28389 -4.24504 2.68746 -0.1550 -0.3389 0.6074
C 1.68963 -1.18565 -1.11968 0.1912 -0.6520 0.4241
C 2.80264 -0.46301 -1.46778 1.0609 0.1774 0.2120
C 2.93306 -0.11726 -2.80496 0.1996 0.2339 0.3903
C 1.98640 -0.46821 -3.74613 -0.0766 -0.0794 -0.3276
C 0.85725 -1.17785 -3.35109 -0.3081 -0.5135 -0.4780
C 0.73330 -1.59378 -2.04406 0.2300 0.5631 1.1214
H 1.05465 -4.24949 -0.81724 -1.1399 -0.1860 -0.3941
H 2.43628 -4.93818 0.02790 -0.2774 -0.0125 0.5322
H 2.72967 -3.77329 -1.17334 -0.4105 0.4613 0.3058
H 1.64458 -1.23712 3.44078 -0.1439 -0.7679 0.2105
H 2.28221 -4.07236 3.77589 0.3299 0.0388 -0.4930
H 3.28769 -4.51914 2.30884 -0.5599 -0.1476 0.4369
H 1.54033 -5.03643 2.54713 0.2835 -0.0926 -0.2585
H 3.63705 -0.27620 -0.73678 -1.1506 -0.0339 -0.7761
H 3.81255 0.42134 -3.07133 0.5108 0.2619 -0.4607
H 2.17435 -0.26323 -4.80125 -0.2146 0.1289 0.3214
H 0.09865 -1.49065 -4.06821 0.2665 0.1188 0.0407
H -0.03946 -2.20480 -1.60911 -0.5746 -0.1847 -0.4943
S -1.49669 -4.67721 2.36338 0.2132 -0.3259 0.5350
C -1.31432 -4.02456 0.87461 -0.4414 0.6553 -2.0680
N -1.31866 -3.56316 -0.21878 0.4450 -0.4529 1.6947